Computed, not measured: C31H29N5O3Ru as an isolated structure, with wB97M-V/def2-TZVPD.

The calculation puts the calculated total energy at -1793.07683 Ha. Its HOMO energy (alpha / beta) is -1.45 / -3.98 eV. The LUMO energy (alpha / beta) comes out at 2.46 / 1.63 eV. Its total charge is -1. Its HOMO-LUMO gap (alpha / beta) is 3.91 / 5.62 eV. Its spin multiplicity is 6. The calculation puts the maximum force at 0.0450 hartree/bohr.

The geometry in XYZ format:
```
69
Properties=species:S:1:pos:R:3:forces:R:3
Ru 1.30299 0.00572 0.49882 0.724 0.467 -0.553
C 1.98459 0.41426 -4.11116 -0.014 -0.128 0.210
C 1.40355 0.62812 -2.72236 0.019 0.002 -0.194
O 1.60220 -0.26623 -1.86788 -0.055 0.012 0.330
C 0.65569 1.79678 -2.51975 0.100 -0.129 -0.171
C 0.19830 2.30321 -1.30291 0.078 0.015 0.715
C -0.68994 3.52112 -1.34771 0.118 -0.062 -0.051
N 0.51967 1.81744 -0.09664 0.323 -0.095 -1.389
N -0.05110 2.50104 0.92187 -1.279 0.672 1.807
C 0.36073 2.17766 2.14620 0.513 0.068 -1.732
O 1.36926 1.45835 2.39873 -0.061 -0.418 0.214
C -0.48430 2.67749 3.24978 -0.341 0.176 0.547
C -1.51884 3.59604 3.05604 0.224 -0.178 0.000
C -2.34533 3.93995 4.10838 -0.101 0.089 0.119
C -2.16040 3.37602 5.36414 0.004 -0.053 0.064
C -1.12467 2.47345 5.56584 -0.255 0.153 0.227
C -0.29424 2.13070 4.51978 0.135 -0.022 -0.391
H 2.81191 -0.28880 -4.05321 0.023 -0.019 0.053
H 2.33255 1.35483 -4.52968 -0.012 0.060 -0.117
H 1.22409 -0.01008 -4.76554 -0.078 -0.014 -0.111
H 0.42863 2.38853 -3.39599 0.068 0.035 -0.025
H -0.80659 3.86832 -2.37038 0.031 0.010 -0.105
H -0.27839 4.31345 -0.72491 -0.080 0.028 0.008
H -1.67276 3.27037 -0.94715 -0.011 0.057 0.104
H -1.66923 4.01243 2.07198 0.022 0.010 -0.093
H -3.14688 4.65063 3.95179 -0.040 0.018 -0.010
H -2.83097 3.62677 6.17628 0.016 0.048 0.035
H -0.97114 2.03175 6.54217 -0.019 -0.015 0.034
H 0.50113 1.41114 4.64698 0.096 -0.005 -0.014
O 3.51463 -3.20807 1.58529 -0.350 -0.123 0.176
C 3.10256 -2.10394 1.20138 2.232 0.400 -0.463
N 1.82005 -1.68967 1.26698 -1.467 -0.125 -0.087
C 0.84581 -2.46567 1.98195 0.215 -0.140 0.102
C -0.52630 -1.94901 1.65479 0.650 0.709 -0.173
C -1.66423 -2.68585 1.89510 -0.989 -0.044 -0.004
C -2.91822 -2.17287 1.56234 0.865 0.499 -0.075
C -2.96043 -0.87827 1.03527 -0.414 -0.755 0.293
C -1.79169 -0.18494 0.84910 0.700 0.282 -0.008
N -0.56734 -0.69800 1.11173 -1.272 -0.892 0.489
C 3.96392 -1.05899 0.62158 -0.042 -1.593 0.625
C 5.33553 -1.24015 0.46305 0.317 0.216 -0.180
C 6.11094 -0.22913 -0.05691 0.120 -0.842 0.328
C 5.46897 0.97839 -0.40006 -0.598 0.706 -0.199
C 4.11314 1.09881 -0.20844 0.480 0.621 -0.274
N 3.35117 0.12340 0.28384 -0.531 0.414 0.232
H 1.01710 -2.34456 3.06654 -0.184 -0.181 -0.073
H 0.94534 -3.53776 1.75558 -0.103 0.185 0.068
H -1.57466 -3.66670 2.33874 0.075 -0.079 -0.017
H -3.81681 -2.75008 1.71580 -0.076 -0.038 0.012
H -3.90427 -0.42121 0.77429 0.029 0.073 -0.014
H -1.81577 0.83671 0.49303 0.199 0.000 -0.099
H 5.75303 -2.18780 0.77049 -0.001 -0.092 0.000
H 7.17723 -0.34171 -0.18717 0.077 -0.072 0.019
H 6.03231 1.80904 -0.79475 -0.039 0.154 -0.060
H 3.59744 2.02085 -0.45481 -0.011 0.004 -0.008
C -0.99251 -2.13170 -1.67994 0.345 0.162 0.287
C -1.99035 -2.39917 -2.58933 -0.725 -0.279 -0.629
C -2.69694 -3.63612 -2.57407 0.245 0.191 0.180
C -3.69764 -3.89596 -3.47322 -0.244 -0.160 -0.164
C -4.04556 -2.96019 -4.44683 0.036 -0.032 0.045
C -3.36616 -1.74443 -4.49206 -0.163 -0.017 -0.202
C -2.36951 -1.46233 -3.59304 0.252 -0.027 0.279
H -0.46591 -1.19445 -1.67154 0.151 0.130 -0.084
H -0.70536 -2.86756 -0.95031 0.067 -0.178 0.141
H -2.42103 -4.37219 -1.83079 -0.010 -0.058 0.058
H -4.22531 -4.84067 -3.43114 0.012 -0.041 -0.004
H -4.82257 -3.18260 -5.16461 -0.048 0.011 -0.012
H -3.62587 -1.02137 -5.25357 0.007 0.074 -0.020
H -1.83521 -0.52458 -3.63778 0.045 0.156 0.005
```
Forces are in eV/Å.



Computed, not measured: C31H30BrF6N5O3SiV as an isolated structure, with wB97M-V/def2-TZVPD.

The calculation puts the calculated total energy at -6105.26654 Ha. Its HOMO energy (alpha / beta) is -11.49 / -11.49 eV. The LUMO energy (alpha / beta) comes out at -5.76 / -5.75 eV. The energy above the lowest of the compared OMol25 structures with the same formula, charge and spin comes out at 0.0 kcal/mol. Its total charge is +1. Its HOMO-LUMO gap (alpha / beta) is 5.73 / 5.74 eV. The calculation puts the maximum force at 0.0900 hartree/bohr.

The geometry in XYZ format:
```
78
Properties=species:S:1:pos:R:3:forces:R:3
V -0.06813 0.05959 -0.36694 2.018 -0.156 -1.298
C 2.98322 2.53206 0.45286 0.113 -0.386 -0.682
C 3.10633 1.08155 0.07748 0.374 0.882 -0.292
C 4.35198 0.54392 -0.05175 1.673 -0.317 -0.254
C 4.50483 -0.83974 -0.18746 0.221 -1.303 0.166
C 3.37909 -1.69417 -0.12947 -0.214 2.213 -0.224
C 2.11169 -1.02299 -0.12682 3.620 -1.108 -0.784
N 2.05767 0.31152 -0.15611 -2.223 -0.824 0.609
N 0.93539 -1.68819 -0.23641 -2.180 3.135 0.050
Si 0.69197 -3.26470 0.43319 -0.576 -3.069 -0.167
C 1.14641 -4.56043 -0.93422 -0.451 -0.129 0.084
C -1.15204 -3.51201 0.83802 0.056 1.476 -0.311
C 1.73226 -3.66257 1.97544 -1.318 0.763 -0.117
H 3.92460 2.83054 0.91386 -0.158 0.089 0.001
H 2.17621 2.63566 1.16733 -0.149 0.308 -0.005
H 2.84335 3.13546 -0.46050 -0.179 0.004 0.488
H 5.22859 1.23217 -0.09279 -0.762 -0.824 0.339
H 5.54299 -1.26051 -0.27613 -1.259 0.370 0.047
H 3.37240 -2.76664 -0.18887 0.450 -0.173 -0.013
H 1.71848 -5.43117 -0.57641 -0.215 0.332 0.201
H 1.71022 -4.18876 -1.78434 0.169 0.381 -0.065
H 0.22151 -4.97930 -1.38369 0.334 0.243 0.340
H -1.74786 -3.92965 -0.00155 0.457 0.137 0.693
H -1.57976 -2.48343 1.06167 0.267 -1.280 0.028
H -1.21602 -4.13651 1.72743 -0.184 -0.052 -0.012
H 1.87628 -4.74158 2.04024 -0.102 0.082 0.104
H 1.22679 -3.25839 2.87103 0.058 -0.447 -0.231
H 2.66985 -3.16398 1.96182 1.023 0.247 -0.067
C -0.82289 5.33063 1.10306 0.142 -2.131 -1.186
C 0.15906 4.66517 0.33147 -0.142 0.984 0.687
C -0.08446 3.37987 -0.10860 -0.335 -0.726 0.025
C -1.30757 2.76001 0.19192 0.597 1.082 -0.456
C -2.33347 3.42525 0.80203 0.121 0.292 0.445
C -2.05454 4.69389 1.26924 -0.687 0.560 0.140
N -1.55824 1.50611 -0.32000 -2.869 -2.928 0.020
N -2.78516 1.10451 -0.37648 1.892 1.657 -0.387
C -2.93709 -0.14413 -0.92347 1.494 -0.228 -0.006
C -4.14072 -0.40514 -1.60367 -0.164 1.512 1.131
C -4.27145 -1.50515 -2.38616 1.084 -1.011 -1.307
C -3.12734 -2.34123 -2.51137 -1.125 0.612 1.235
C -1.94375 -2.06073 -1.80394 0.853 -1.655 -0.501
C -1.73668 -0.94653 -0.99922 -1.825 -0.043 -0.996
H -0.59384 6.27718 1.51278 -0.109 0.893 0.277
H 1.07014 5.24241 0.11531 -0.281 -0.722 -0.002
H 0.60073 2.77714 -0.69312 0.240 0.392 -0.102
H -3.27459 2.87930 0.85486 0.064 0.724 0.389
H -2.89289 5.21010 1.69374 -0.045 0.415 0.505
H -4.92860 0.36621 -1.54678 0.458 -0.557 0.126
H -5.15448 -1.61777 -3.02750 0.370 -0.279 0.506
H -3.22051 -3.27909 -3.04431 0.249 0.167 -0.243
H -1.18288 -2.85756 -1.94531 -0.158 0.955 0.172
Br 0.31613 -0.59095 7.98992 -1.050 0.053 -1.606
C -0.59436 -0.34637 6.24120 -0.119 0.193 0.063
C -1.92883 0.11637 6.13224 1.634 -0.286 -0.363
N -2.46364 0.45331 4.94566 -0.265 -0.634 1.553
C -1.74100 0.31214 3.86272 0.207 -0.030 -1.138
C -0.41199 -0.12724 3.83942 0.375 0.142 0.793
C 0.13970 -0.50785 5.06619 -0.321 0.234 0.507
C 0.49773 0.03496 2.66181 2.604 0.020 -0.366
O 1.74678 0.04864 2.67077 -3.351 -0.343 0.548
O -0.17476 0.27917 1.53312 -0.472 -0.075 -2.255
H -2.50388 0.17992 7.03367 -0.506 0.315 0.154
H -2.28574 0.52521 2.94499 0.370 0.220 -0.068
H 1.12606 -0.91627 5.11480 0.594 0.083 -0.057
C 1.03178 2.12348 -3.71040 -1.973 -0.368 -2.168
C 0.20575 0.77997 -3.55789 0.099 1.604 0.528
O 0.27471 0.58366 -2.21213 -1.264 -1.605 4.153
C 1.02143 -0.30510 -4.25447 -0.508 0.405 -0.596
F 2.24591 -0.37666 -3.68705 -0.755 -0.349 -0.630
F 0.41587 -1.50922 -4.19002 0.895 0.568 -0.272
F 1.14635 0.11302 -5.55320 0.148 -1.257 0.843
C -1.37027 0.87980 -4.07706 0.968 -1.220 0.417
F -1.96904 -0.36560 -4.29501 1.049 1.996 0.450
F -2.10441 1.51871 -3.13353 0.595 -0.387 -0.787
F -1.43611 1.55029 -5.21273 -0.079 0.028 0.120
H 1.95858 2.10632 -3.18883 0.552 -0.471 0.562
H 0.40095 2.91675 -3.33465 -0.063 0.319 0.090
H 1.22923 2.28533 -4.78091 -0.051 0.284 0.424
```
Forces are in eV/Å.



Computed, not measured: a 5-piece molecular cluster, C31H30Cl2F4N2O2 overall, with wB97M-V/def2-TZVPD.

The calculation puts the calculated total energy at -2779.07486 Ha. Its HOMO energy is -9.10 eV. The structure (SMILES) is [H]/N=C(/C)COC(=O)N/C(Cl)=C(\C)Cl.Fc1ccccc1.Fc1ccccc1.Fc1ccccc1.Fc1ccccc1. The LUMO energy comes out at 0.37 eV. Its HOMO-LUMO gap is 9.46 eV. The calculation puts the maximum force at 0.0127 hartree/bohr.

The geometry in XYZ format:
```
71
Properties=species:S:1:pos:R:3:forces:R:3
H -6.24030 -9.66951 3.64163 -0.022 -0.007 0.076
N -5.56505 -10.43303 3.70509 0.210 0.003 -0.247
C -4.59394 -10.23625 2.91089 -0.191 -0.092 0.223
C -3.45059 -11.19619 2.81252 -0.135 0.030 -0.132
C -4.54453 -9.04748 1.98030 0.012 0.059 0.144
O -3.18934 -8.59416 1.83377 -0.511 -0.066 -0.005
C -2.99305 -7.84756 0.69864 -0.256 0.158 0.200
O -2.46778 -8.28950 -0.26464 0.483 -0.147 -0.417
N -3.49340 -6.54513 0.82515 0.289 0.002 0.379
C -2.65031 -5.44735 0.52744 -0.032 0.282 -0.108
Cl -2.12826 -5.32043 -1.09795 -0.018 -0.019 -0.113
C -2.34465 -4.53784 1.45758 -0.185 -0.289 0.013
C -2.80479 -4.63524 2.88814 0.163 -0.052 -0.154
Cl -1.41748 -3.14051 1.06310 -0.096 -0.043 -0.158
H -2.60842 -10.79964 3.37869 0.106 -0.049 -0.046
H -3.14238 -11.28989 1.77139 0.137 -0.020 0.016
H -3.73290 -12.16963 3.20026 -0.040 0.015 0.131
H -4.94245 -9.34167 1.00498 0.047 -0.051 -0.069
H -5.17548 -8.25204 2.38704 -0.022 0.061 -0.023
H -3.97846 -6.41946 1.70124 0.082 0.078 0.058
H -2.47562 -5.57444 3.33518 -0.076 -0.051 0.023
H -2.36964 -3.82605 3.46440 -0.044 0.043 0.062
H -3.89179 -4.56010 2.95850 -0.027 0.016 0.082
F 3.39175 2.24348 3.58883 0.032 -0.109 0.004
C 2.53769 1.29345 3.14227 -0.074 -0.058 -0.050
C 2.60612 0.91201 1.81860 0.071 0.039 -0.114
C 1.72803 -0.05959 1.35995 -0.007 -0.052 0.252
C 0.80085 -0.62437 2.22592 -0.021 -0.019 -0.028
C 0.75253 -0.21995 3.55267 0.013 0.005 -0.075
C 1.62913 0.74685 4.02397 -0.012 0.031 0.129
H 3.33247 1.37707 1.16543 0.011 0.012 0.012
H 1.76478 -0.37767 0.33075 0.004 0.006 -0.064
H 0.11349 -1.37912 1.86718 0.140 0.133 0.083
H 0.02713 -0.65651 4.22646 0.003 -0.003 0.014
H 1.61284 1.07476 5.05467 0.010 0.019 -0.011
F 0.90942 0.99567 -1.39222 -0.010 0.029 -0.106
C 1.74640 1.85908 -2.00803 0.046 0.069 -0.056
C 1.20951 2.90522 -2.72999 -0.107 0.033 -0.004
C 2.07183 3.79409 -3.35621 0.038 -0.115 0.126
C 3.44577 3.62052 -3.25914 0.026 0.023 -0.028
C 3.96074 2.55702 -2.53155 -0.048 0.039 -0.028
C 3.10831 1.66575 -1.89509 0.042 -0.095 0.065
H 0.13553 3.01707 -2.79611 0.001 -0.008 0.026
H 1.67071 4.62205 -3.91802 -0.026 0.036 -0.021
H 4.11285 4.31423 -3.75267 -0.001 0.005 -0.004
H 5.03085 2.41668 -2.45885 0.009 -0.004 0.017
H 3.49037 0.83034 -1.32325 -0.017 -0.021 -0.016
F 1.36320 7.66691 1.48596 -0.006 0.006 -0.011
C 1.96938 7.21823 2.60484 0.047 -0.039 0.082
C 2.16988 5.86134 2.75741 -0.032 -0.094 -0.083
C 2.79643 5.40537 3.90845 -0.009 0.123 0.063
C 3.20351 6.30571 4.88441 0.004 -0.001 0.011
C 2.98743 7.66545 4.70839 0.000 -0.071 -0.017
C 2.36773 8.13288 3.55837 -0.011 0.119 0.001
H 1.83930 5.17855 1.98572 0.005 0.017 -0.012
H 2.96555 4.34716 4.04020 -0.010 0.029 -0.009
H 3.68979 5.94631 5.78136 0.003 0.000 0.005
H 3.30147 8.36796 5.46875 0.008 0.017 -0.004
H 2.19423 9.18820 3.39690 -0.019 -0.009 -0.016
F 1.94488 5.41773 -6.05372 0.035 0.089 -0.084
C 0.88444 5.17480 -6.85493 -0.082 -0.054 -0.055
C 0.18845 6.24197 -7.38382 0.029 0.125 0.022
C -0.89888 5.98151 -8.20485 0.002 -0.082 0.004
C -1.27434 4.67293 -8.47646 -0.023 0.002 -0.018
C -0.55812 3.61823 -7.92767 -0.017 0.070 -0.010
C 0.53539 3.86460 -7.11019 0.049 -0.111 0.046
H 0.49601 7.25298 -7.15343 0.021 -0.011 0.004
H -1.45407 6.80480 -8.63338 -0.004 0.017 0.008
H -2.12459 4.47595 -9.11513 -0.004 -0.003 -0.003
H -0.85063 2.59782 -8.13481 0.011 -0.015 -0.004
H 1.11224 3.05941 -6.67486 0.007 0.021 0.020
```
Forces are in eV/Å.



What is the formula in the first record? C31H29N5O3Ru



Which of these has the lowest calculated total energy? C31H30BrF6N5O3SiV



Which of these has the highest calculated total energy? C31H29N5O3Ru



Among the records above, which one has the highest calculated total energy? C31H29N5O3Ru